# 1
The following is a quantum chemistry calculation of an isolated molecule of C6H11N at a distorted geometry, from the OMol25 dataset.

Each line ends with the natural charge from an NBO analysis.
Atoms and positions in Å:
C: -2.32 0.22 2.85  -0.3899
C: -1.97 0.32 1.55  -0.2011
C: -0.66 -0.18 1.09  -0.2273
C: -0.21 -0.18 -0.15  -0.1762
C: 1.11 -0.75 -0.59  -0.2658
N: 1.31 -0.39 -2.02  -0.6252
C: 2.04 0.83 -2.15  -0.4243
H: -1.58 -0.15 3.55  0.1856
H: -3.35 0.33 3.15  0.2018
H: -2.68 0.81 0.90  0.2016
H: -0.11 -0.53 1.97  0.1908
H: -0.83 0.30 -0.90  0.2109
H: 1.99 -0.49 0.01  0.1898
H: 1.04 -1.85 -0.50  0.2067
H: 1.68 -1.21 -2.47  0.3616
H: 1.39 1.62 -1.77  0.1949
H: 2.37 1.11 -3.16  0.2042
H: 3.05 0.91 -1.70  0.1618

Charge: 0
Structure (SMILES): C=C/C=C/CNC
Energy relative to the best compared isomer or geometry (same formula, charge and spin), kcal per mole: 47.3
HOMO-LUMO gap, eV: 9.69
HOMO, hartree: -0.3141
Maximum force, eV/A: 1.7
DFT total energy, Eh: -289.8963

# 2
The following is a quantum chemistry calculation of an isolated molecule of C6H11N at a distorted geometry, from the OMol25 dataset.

Each line ends with the natural charge from an NBO analysis.
Atoms and positions in Å:
C: -0.97 -1.29 1.15  -0.5855
N: 1.54 -0.96 -0.33  -0.8488
C: 0.33 -0.05 -0.41  0.2530
C: -1.06 -0.61 -0.41  -0.3484
C: -2.22 0.28 -0.38  -0.4057
C: 1.98 1.88 -0.33  -0.3658
C: 0.61 1.23 -0.23  -0.2995
H: -1.80 -1.85 1.68  0.2090
H: -0.82 -0.37 1.75  0.2003
H: -0.16 -1.92 1.18  0.2119
H: 2.13 -0.41 0.17  0.3687
H: 1.90 -1.30 -1.22  0.3762
H: -2.52 0.81 -1.24  0.1847
H: -2.84 0.15 0.36  0.1664
H: -0.92 -1.46 -1.16  0.2814
H: 2.21 2.65 0.40  0.1970
H: 2.82 1.42 -0.90  0.1937
H: -0.19 1.81 -0.09  0.2114

Charge: 0
Energy relative to the best compared isomer or geometry (same formula, charge and spin), kcal per mole: 176.2
HOMO-LUMO gap, eV: 4.33
HOMO, hartree: -0.2292
Maximum force, eV/A: 8.1
DFT total energy, Eh: -289.6910

# 3
The following is a quantum chemistry calculation of an isolated molecule of C6H11N at a distorted geometry, from the OMol25 dataset.

Each line ends with the natural charge from an NBO analysis.
Atoms and positions in Å:
C: 1.89 2.07 0.52  -0.4176
C: 1.71 0.79 0.18  -0.1474
C: 0.77 0.32 -0.90  -0.4594
C: -0.38 -0.50 -0.36  -0.0661
C: -0.05 -1.87 0.10  -0.6545
C: -1.53 0.15 -0.14  -0.0121
N: -2.63 -0.46 0.53  -0.8180
H: 2.24 2.31 1.50  0.2063
H: 1.44 2.80 -0.14  0.1832
H: 2.36 0.07 0.67  0.1879
H: 0.40 1.26 -1.31  0.2054
H: 1.30 -0.15 -1.73  0.2119
H: 1.00 -1.92 0.38  0.2166
H: -0.59 -2.19 1.00  0.2214
H: -0.20 -2.66 -0.63  0.2152
H: -1.49 1.23 -0.20  0.1902
H: -2.79 -1.36 0.11  0.3690
H: -3.44 0.13 0.42  0.3681

Charge: 0
Structure (SMILES): C=CC/C(C)=C/N
Energy relative to the best compared isomer or geometry (same formula, charge and spin), kcal per mole: 37.6
HOMO-LUMO gap, eV: 9.11
HOMO, hartree: -0.2963
Maximum force, eV/A: 1.5
DFT total energy, Eh: -289.9118

# 4
The following is a quantum chemistry calculation of a structure of composition C6H11N at a distorted geometry, from the OMol25 dataset.

Each line ends with the natural charge from an NBO analysis.
Atoms and positions in Å:
C: 0.97 0.64 0.51  -0.1430
C: 0.11 1.34 1.52  -0.4775
C: -1.20 1.64 0.87  -0.5498
C: 1.57 -1.16 -1.11  -0.6174
C: 0.55 -0.32 -0.38  -0.1534
N: -1.33 -1.67 -1.01  -0.7498
C: -0.81 -0.46 -0.78  0.0565
H: 2.01 0.95 0.46  0.1876
H: -0.93 -2.53 -0.64  0.3626
H: -2.26 -1.75 -1.38  0.3888
H: 0.62 2.25 1.85  0.2189
H: -0.02 0.70 2.40  0.2145
H: -2.09 1.55 1.48  0.2036
H: -1.16 2.45 0.15  0.2036
H: -1.54 0.50 -0.08  0.2135
H: 1.72 -2.12 -0.61  0.2067
H: 1.26 -1.36 -2.14  0.2132
H: 2.54 -0.65 -1.13  0.2215

Charge: 0
Energy relative to the best compared isomer or geometry (same formula, charge and spin), kcal per mole: 93.5
HOMO-LUMO gap (alpha / beta), eV: 7.25 / 7.25
HOMO (alpha / beta), hartree: -0.2440 / -0.2440
Maximum force, eV/A: 1.9
DFT total energy, Eh: -289.8227

Question: Which value of DFT total energy does entry 3 give?
Answer: -289.9118 Eh

Question: Which value of maximum force does entry 3 give?
Answer: 1.5 eV/A